C22H20PRhS2 | the ωB97M-V functional and the def2-TZVPD basis

```
46
Properties=species:S:1:pos:R:3
Rh -1.3866 0.6038 0.1446
C -5.6344 1.2709 0.7330
C -4.1399 1.5086 0.7230
S -3.3240 1.4299 -0.7958
C -3.4719 1.8193 1.8981
C -4.2042 2.0467 3.1991
S -1.7692 1.9698 1.9431
H -5.9559 0.8380 -0.2110
H -6.1772 2.2100 0.8752
H -5.9265 0.5964 1.5385
H -5.2851 2.0156 3.0916
H -3.9355 3.0238 3.6043
H -3.9099 1.3018 3.9419
C 1.2910 -0.2126 -4.8763
C 1.1802 1.0446 -4.2972
C 1.0576 1.1643 -2.9208
C 1.0592 0.0292 -2.1112
C 1.1710 -1.2284 -2.6984
C 1.2840 -1.3466 -4.0771
P 0.8846 0.2370 -0.3200
C 2.5440 0.5331 0.3398
C 2.6746 0.6799 1.7214
C 3.9209 0.8802 2.2888
C 5.0499 0.9535 1.4790
C 4.9221 0.8256 0.1057
C 3.6709 0.6186 -0.4681
C 0.4313 -1.3781 0.3023
C 1.1412 -2.4899 0.7299
C 0.4058 -3.5732 1.2069
C -0.9900 -3.5080 1.2492
C -1.6835 -2.3654 0.8558
C -0.9564 -1.2813 0.3878
H 1.3739 -0.3085 -5.9515
H 1.1782 1.9307 -4.9184
H 0.9506 2.1482 -2.4777
H 1.1602 -2.1159 -2.0786
H 1.3634 -2.3282 -4.5265
H 1.7969 0.6302 2.3569
H 4.0138 0.9850 3.3618
H 6.0251 1.1120 1.9211
H 5.7976 0.8859 -0.5279
H 3.5827 0.5149 -1.5424
H 2.2253 -2.5131 0.7102
H 0.9086 -4.4675 1.5517
H -1.5502 -4.3600 1.6163
H -2.7643 -2.3308 0.9221
```

Summary:
LUMO energy (alpha / beta) in eV: -1.2 / -1.0
2S+1: 1
Energy relative to the best compared isomer or geometry (same formula, charge and spin) in kJ/mol: 115.3

---

CH5S2 | the ωB97M-V functional and the def2-TZVPD basis

```
8
Properties=species:S:1:pos:R:3
S -0.0582 -1.7615 1.0068
H -0.1272 -3.1916 1.3120
C -0.9126 1.8168 -0.3345
S 0.6032 0.9213 -0.9069
H -1.8619 1.4582 -0.7874
H -0.8744 2.7701 -0.8130
H -1.0497 1.7927 0.6778
H 0.6689 -0.2871 0.0192
```

Summary:
LUMO energy in eV: 3.7
Total charge: -1
2S+1: 1
Energy relative to the best compared isomer or geometry (same formula, charge and spin) in kJ/mol: 81.8